w) Molecular formula: C4H5N3
Method: DFT, the ωB97M-V functional and the def2-TZVPD basis

Element x y z (Å)
N 2.516 -0.294 -0.278
C 0.457 -0.336 -0.016
N 1.371 -1.182 -0.162
C -1.396 -0.970 0.192
C -1.954 0.241 0.199
C -0.958 1.289 0.108
N 0.301 1.028 0.011
H 2.929 -0.377 -1.194
H 3.152 -0.464 0.484
H -2.152 -1.803 0.274
H -2.998 0.544 0.261
H -1.268 2.322 0.122

Computed properties:
frontier orbital gap = 8.57 eV
net charge = 0
E_LUMO = -0.4 eV
E_HOMO = -0.331 hartree

Atomic partial charges in e from the natural (NBO) method, atoms 1 to 4:
1. N -0.71
2. C 0.50
3. N -0.28
4. C -0.18

***

x) Molecular formula: C4H5N3
Method: DFT, the ωB97M-V functional and the def2-TZVPD basis

Element x y z (Å)
C -1.687 0.863 0.718
N 0.012 -0.505 -0.953
C 1.107 -0.818 -0.396
C 2.198 -1.462 -1.097
N 3.047 -1.964 -1.701
C 0.645 1.570 1.616
N -0.393 1.284 1.151
H -1.729 -0.224 0.629
H -1.912 1.273 -0.269
H -2.402 1.207 1.461
H -0.019 -0.760 -1.938
H 1.267 -0.574 0.656

Computed properties:
frontier orbital gap = 11.05 eV
net charge = 0
E_LUMO = -0.3 eV
E_HOMO = -0.416 hartree

Atomic partial charges in e from the natural (NBO) method, atoms 1 to 4:
1. C -0.42
2. N -0.55
3. C 0.03
4. C 0.19

***

On energetic grounds, x) is preferred over the next structure by 1.914 eV.

***

w) Molecular formula: C4H5N3
Method: DFT, the ωB97M-V functional and the def2-TZVPD basis

Element x y z (Å)
N 2.827 -1.026 0.724
C 1.768 -0.656 0.437
C 0.633 -0.117 -0.313
C -0.741 -0.934 -0.394
N -1.827 -0.020 -0.004
C -1.270 1.076 0.319
N 0.115 1.166 0.174
H 1.353 -0.137 -1.205
H -0.872 -1.239 -1.428
H -0.812 -1.843 0.226
H -1.806 1.965 0.661
H 0.633 1.765 0.803

Computed properties:
frontier orbital gap = 10.13 eV
net charge = 0
E_LUMO = 0.6 eV
SMILES = N#C[C@H]1CN=CN1
E_HOMO = -0.349 hartree

Atomic partial charges in e from the natural (NBO) method, atoms 1 to 4:
1. N -0.31
2. C 0.24
3. C -0.17
4. C -0.25

***

x) Molecular formula: C4H5N3
Method: DFT, the ωB97M-V functional and the def2-TZVPD basis

Element x y z (Å)
C -1.706 0.087 0.147
N -0.454 -0.481 -0.409
C 0.826 -0.338 0.224
C 1.875 -0.823 -0.712
N 2.688 -1.186 -1.450
C 1.123 1.061 0.645
N 1.204 2.157 1.011
H -2.552 -0.564 0.017
H -1.906 1.037 -0.356
H -1.608 0.313 1.231
H -0.362 -0.303 -1.400
H 0.940 -0.964 1.123

Computed properties:
frontier orbital gap = 10.76 eV
net charge = 0
E_LUMO = 0.6 eV
SMILES = CNC(C#N)C#N
E_HOMO = -0.374 hartree

Atomic partial charges in e from the natural (NBO) method, atoms 1 to 4:
1. C -0.42
2. N -0.60
3. C -0.22
4. C 0.27

***

On energetic grounds, w) is preferred over the next structure by 0.151 eV.

***

w) Molecular formula: C3H8N2O
Method: DFT, the ωB97M-V functional and the def2-TZVPD basis

Element x y z (Å)
O -1.681 0.670 -0.262
C -1.045 -0.255 0.244
N 0.347 -0.255 0.022
C 1.238 0.809 -0.212
N 2.543 0.397 0.038
C -1.465 -1.284 1.092
H 0.802 -1.135 -0.189
H 1.027 1.288 -1.194
H 0.957 1.710 0.392
H -0.430 -0.577 -2.892
H 3.020 0.568 -0.835
H -0.875 -0.218 -3.339
H -0.784 -2.093 1.307
H -2.502 -1.307 1.395

Computed properties:
frontier orbital gap = 4.51 eV
net charge = 0
E_LUMO = -3.4 eV
E_HOMO = -0.290 hartree

Atomic partial charges in e from the natural (NBO) method, atoms 1 to 4:
1. O -0.60
2. C 0.48
3. N -0.46
4. C -0.16

***

x) Molecular formula: C3H8N2O
Method: DFT, the ωB97M-V functional and the def2-TZVPD basis

Element x y z (Å)
C -1.006 -0.100 -0.520
C 0.004 0.203 0.594
C 2.277 -0.087 -0.238
H -2.228 -1.367 0.532
H -2.770 0.136 0.491
H -1.133 0.810 -1.130
H -0.562 -0.840 -1.177
H -0.375 0.999 1.263
H 0.244 -0.720 1.158
H 1.198 1.679 -0.362
H 3.194 0.391 -0.661
N -2.327 -0.580 -0.087
N 1.235 0.739 0.064
O 2.249 -1.263 0.074

Computed properties:
frontier orbital gap = 10.22 eV
net charge = 0
E_LUMO = 0.9 eV
SMILES = NCCNC=O
E_HOMO = -0.343 hartree

Atomic partial charges in e from the natural (NBO) method, atoms 1 to 4:
1. C -0.23
2. C -0.25
3. C 0.52
4. H 0.35

***

On energetic grounds, x) is preferred over the next structure by 6.831 eV.

***

w) Molecular formula: C3H5N2O2
Method: DFT, the ωB97M-V functional and the def2-TZVPD basis

Element x y z (Å)
C -0.422 0.464 0.443
C -0.451 1.432 -0.695
C 0.809 -1.477 0.962
N 0.125 -0.820 0.050
N -0.214 1.219 -1.916
O -0.109 -1.304 -1.155
O 0.988 -1.149 2.134
H 0.166 0.698 1.402
H -1.522 0.474 0.941
H 0.085 0.359 -2.176
H -0.699 2.497 -0.561
H 1.245 -2.392 0.572

Computed properties:
frontier orbital gap = 6.60 eV
net charge = -1
E_LUMO = 4.2 eV
SMILES = [H]/N=C\CN([O-])C=O
E_HOMO = -0.088 hartree

Atomic partial charges in e from the natural (NBO) method, atoms 1 to 4:
1. C -0.34
2. C 0.10
3. C 0.45
4. N -0.11

***

x) Molecular formula: C3H5N2O2
Method: DFT, the ωB97M-V functional and the def2-TZVPD basis

Element x y z (Å)
C -0.895 0.772 -1.197
C 0.407 1.218 -0.415
C -0.359 0.081 0.001
N -0.589 -0.875 0.782
N 0.209 -1.336 1.792
O 0.872 -0.677 2.526
O 0.186 -2.606 1.806
H -1.912 1.376 -1.033
H -0.800 0.259 -2.081
H 1.430 1.029 -0.882
H 0.121 2.130 0.191
H 1.330 -1.370 -1.489

Computed properties:
frontier orbital gap (spin up / spin down) = 5.28 / 5.28 eV
net charge = -1
E_LUMO (spin up / spin down) = 3.6 / 3.6 eV
E_HOMO (spin up / spin down) = -0.060 / -0.060 hartree

Atomic partial charges in e from the natural (NBO) method, atoms 1 to 4:
1. C -0.46
2. C -0.51
3. C 0.38
4. N -0.34

***

On energetic grounds, w) is preferred over the next structure by 5.941 eV.